No. 1
{"formula": "C15H31F5OP2SrTe", "method": "wB97M-V/def2-TZVPD", "multiplicity": 1, "e_homo_ev": [-6.9, -6.9], "e_above_lowest_kj_mol": 0.0, "gap_ha": [0.136, 0.136], "species": ["P", "P", "C", "C", "H", "H", "H", "H", "C", "H", "H", "H", "C", "H", "H", "H", "C", "H", "H", "H", "C", "H", "H", "H", "Sr", "C", "C", "C", "C", "C", "C", "C", "C", "C", "H", "H", "H", "H", "H", "H", "H", "H", "H", "H", "H", "H", "H", "H", "H", "F", "Te", "F", "F", "F", "F", "O"], "positions_angstrom": [[-5.150, -2.129, -2.964], [-5.962, -1.856, 0.060], [-6.764, -2.937, -2.441], [-7.330, -2.286, -1.187], [-6.556, -4.011, -2.293], [-7.459, -2.829, -3.290], [-7.873, -1.355, -1.422], [-8.036, -2.971, -0.689], [-6.150, -3.474, 0.922], [-5.630, -3.445, 1.886], [-5.751, -4.301, 0.317], [-7.220, -3.656, 1.107], [-7.137, -0.908, 1.093], [-8.013, -1.539, 1.314], [-7.464, -0.009, 0.552], [-6.645, -0.619, 2.028], [-4.762, -3.395, -4.205], [-3.889, -3.074, -4.785], [-5.644, -3.495, -4.858], [-4.557, -4.347, -3.694], [-5.967, -0.899, -4.045], [-6.502, -0.138, -3.459], [-6.688, -1.442, -4.676], [-5.227, -0.415, -4.694], [1.673, 0.966, 0.500], [-3.049, -0.215, 0.997], [-2.646, -1.483, 1.100], [-2.782, -2.579, 0.082], [-1.628, -2.741, -0.921], [-1.307, -1.615, -1.852], [-1.964, -0.457, -2.089], [-3.296, -0.057, -1.587], [-3.394, 0.607, -0.188], [2.349, 0.642, -2.118], [-3.012, 0.400, 1.905], [-2.298, -1.864, 2.076], [-3.742, -2.456, -0.455], [-2.852, -3.525, 0.656], [-0.721, -3.015, -0.352], [-1.856, -3.620, -1.547], [-0.352, -1.765, -2.367], [-1.486, 0.292, -2.722], [-3.945, -0.961, -1.578], [-3.692, 0.665, -2.336], [-2.779, 1.528, -0.236], [-4.435, 0.961, -0.068], [2.835, 1.638, -2.136], [1.577, 0.573, -2.906], [3.098, -0.154, -2.261], [3.740, 0.002, 1.246], [3.604, 1.294, 2.909], [5.377, 1.843, 2.335], [4.313, -0.078, 4.050], [3.446, 2.637, 4.263], [3.049, 2.718, 1.532], [1.805, 0.813, 2.824]]}


No. 2
{"formula": "C15H31IO6", "method": "wB97M-V/def2-TZVPD", "multiplicity": 1, "e_homo_ev": -8.8, "gap_ha": 0.342, "smiles": "CC[C@H](I)COCCOC.CCOC(C)=O.CCOC(C)=O", "species": ["C", "C", "C", "I", "C", "O", "C", "C", "O", "C", "H", "H", "H", "H", "H", "H", "H", "H", "H", "H", "H", "H", "H", "H", "H", "C", "C", "O", "C", "C", "O", "H", "H", "H", "H", "H", "H", "H", "H", "C", "C", "O", "C", "C", "O", "H", "H", "H", "H", "H", "H", "H", "H"], "positions_angstrom": [[0.849, 0.737, -1.556], [2.053, 1.507, -2.069], [3.145, 0.687, -2.771], [2.376, -0.864, -4.054], [4.172, 0.079, -1.790], [5.471, 0.587, -2.068], [5.899, 1.604, -1.179], [6.909, 2.487, -1.895], [8.211, 1.952, -1.736], [8.935, 1.837, -2.949], [0.321, 0.185, -2.324], [1.090, 0.057, -0.744], [0.140, 1.458, -1.150], [2.532, 1.970, -1.206], [1.744, 2.317, -2.723], [3.700, 1.352, -3.418], [4.232, -0.992, -1.948], [3.887, 0.235, -0.751], [5.076, 2.216, -0.808], [6.427, 1.170, -0.327], [6.637, 2.453, -2.947], [6.838, 3.501, -1.498], [8.639, 0.932, -3.482], [8.785, 2.712, -3.576], [9.989, 1.759, -2.704], [-1.374, -3.046, 2.374], [-1.515, -1.710, 1.681], [-1.069, -1.768, 0.320], [-1.847, -2.147, -0.710], [-3.149, -2.852, -0.424], [-1.446, -1.976, -1.830], [-2.015, -3.801, 1.918], [-1.644, -2.958, 3.427], [-0.345, -3.403, 2.303], [-2.534, -1.321, 1.766], [-0.858, -0.978, 2.153], [-2.962, -3.924, -0.367], [-3.826, -2.659, -1.253], [-3.641, -2.522, 0.487], [-7.862, 1.020, 2.249], [-7.565, -0.151, 3.162], [-6.607, -1.047, 2.586], [-5.281, -0.894, 2.715], [-4.729, 0.415, 3.228], [-4.557, -1.785, 2.349], [-6.978, 1.637, 2.084], [-8.643, 1.647, 2.678], [-8.195, 0.662, 1.275], [-7.247, 0.168, 4.155], [-8.463, -0.749, 3.299], [-4.571, 1.085, 2.384], [-3.772, 0.218, 3.703], [-5.362, 0.904, 3.964]]}


No. 3
{"formula": "C15H31N6O3SV", "method": "wB97M-V/def2-TZVPD", "multiplicity": 1, "e_homo_ev": -21.2, "e_above_lowest_kj_mol": 42.6, "gap_ha": 0.243, "charge": 4, "species": ["V", "N", "C", "C", "O", "N", "C", "C", "O", "O", "H", "H", "H", "H", "H", "H", "C", "N", "C", "C", "S", "N", "C", "C", "H", "H", "H", "H", "H", "H", "H", "H", "H", "H", "H", "H", "C", "C", "N", "C", "C", "N", "C", "C", "H", "H", "H", "H", "H", "H", "H", "H", "H", "H", "H", "H", "H"], "positions_angstrom": [[-0.418, 0.521, 0.383], [-1.957, 0.208, 1.972], [-3.275, 0.750, 1.542], [-3.047, 1.832, 0.526], [-3.850, 2.589, 0.092], [-1.684, 1.857, 0.036], [-1.498, 2.919, -0.941], [-0.157, 2.915, -1.575], [0.599, 3.314, -2.297], [0.514, 1.310, -0.628], [-2.082, -0.771, 2.232], [-1.703, 0.685, 2.836], [-3.855, 1.147, 2.375], [-3.865, -0.041, 1.075], [-1.626, 3.922, -0.510], [-2.206, 2.845, -1.780], [-3.312, -1.678, -2.564], [-1.940, -1.849, -3.078], [-1.881, -2.634, -4.338], [-0.853, -1.444, -2.471], [-0.993, -1.371, -0.630], [0.296, -1.184, -3.060], [1.606, -1.461, -2.459], [0.360, -0.722, -4.465], [-3.949, -1.413, -3.407], [-3.359, -0.879, -1.831], [-3.665, -2.616, -2.137], [-2.605, -3.441, -4.236], [-0.893, -3.061, -4.470], [-2.157, -2.016, -5.191], [1.490, -1.869, -1.460], [2.207, -0.552, -2.451], [2.118, -2.208, -3.067], [-0.597, -0.308, -4.767], [0.647, -1.532, -5.134], [1.124, 0.053, -4.514], [2.598, 1.673, 3.489], [1.268, 1.643, 2.707], [1.130, 0.347, 1.960], [0.945, -0.757, 2.962], [1.967, -0.618, 4.110], [3.080, 0.258, 3.617], [3.544, -0.241, 2.281], [2.440, 0.090, 1.260], [2.464, 2.091, 4.486], [3.373, 2.242, 2.978], [1.239, 2.474, 2.003], [0.421, 1.740, 3.386], [1.057, -1.707, 2.439], [-0.054, -0.720, 3.387], [2.379, -1.585, 4.395], [1.543, -0.150, 4.997], [3.859, 0.224, 4.283], [3.730, -1.310, 2.374], [4.481, 0.252, 2.027], [2.318, -0.741, 0.566], [2.687, 0.980, 0.684]]}


No. 4
{"formula": "C15H31NO2P2Sn", "method": "wB97M-V/def2-TZVPD", "multiplicity": 1, "e_homo_ev": [-4.4, -4.4], "e_above_lowest_kj_mol": 296.7, "gap_ha": [0.124, 0.125], "species": ["P", "P", "C", "C", "H", "H", "H", "H", "C", "H", "H", "H", "C", "H", "H", "H", "C", "H", "H", "H", "C", "H", "H", "H", "Sn", "C", "C", "C", "C", "C", "C", "C", "C", "C", "H", "H", "H", "H", "H", "H", "H", "H", "H", "H", "H", "H", "H", "H", "H", "O", "N", "O"], "positions_angstrom": [[0.331, -1.755, -1.615], [0.483, 2.051, -1.135], [0.211, -0.323, -2.742], [1.093, 0.918, -2.447], [-0.846, -0.038, -2.905], [0.565, -0.737, -3.706], [2.129, 0.609, -2.229], [1.190, 1.520, -3.366], [-0.550, 3.266, -2.067], [-0.898, 4.018, -1.341], [-1.438, 2.764, -2.495], [0.015, 3.762, -2.876], [1.809, 2.994, -0.332], [2.095, 3.860, -0.963], [2.714, 2.391, -0.174], [1.477, 3.379, 0.643], [-1.003, -2.826, -2.202], [-1.320, -3.509, -1.403], [-0.656, -3.411, -3.061], [-1.875, -2.204, -2.472], [1.900, -2.495, -2.105], [2.658, -1.718, -2.287], [1.727, -3.046, -3.045], [2.259, -3.191, -1.340], [2.622, 0.869, 3.295], [-1.077, 1.345, -0.233], [-2.131, 0.518, -0.765], [-3.047, -0.245, 0.133], [-2.440, -1.293, 1.134], [-1.472, -2.174, 0.526], [-0.101, -1.830, 0.139], [0.538, -0.541, 0.795], [-0.320, 0.697, 1.025], [2.161, -0.577, 4.876], [-1.555, 2.234, 0.231], [-2.567, 0.799, -1.760], [-3.717, -0.824, -0.525], [-3.643, 0.448, 0.772], [-2.159, -0.757, 2.070], [-3.251, -1.954, 1.484], [-1.799, -3.237, 0.407], [0.587, -2.647, 0.427], [1.408, -0.265, 0.187], [0.947, -0.835, 1.775], [-1.005, 0.588, 1.895], [0.362, 1.493, 1.408], [3.057, -0.794, 5.480], [1.792, -1.454, 4.350], [1.375, -0.130, 5.512], [-0.001, 0.539, 3.907], [0.090, 1.661, 4.460], [1.277, 2.089, 4.660]]}


No. 5
{"formula": "C15H31O4P3S4Sn", "method": "wB97M-V/def2-TZVPD", "multiplicity": 1, "e_homo_ev": [-13.7, -13.3], "e_above_lowest_kj_mol": 0.0, "gap_ha": [0.206, 0.190], "charge": 2, "species": ["Sn", "O", "C", "S", "C", "C", "S", "S", "S", "C", "P", "C", "C", "C", "P", "C", "C", "H", "H", "H", "H", "H", "H", "H", "H", "H", "H", "H", "H", "H", "H", "H", "H", "C", "C", "O", "P", "O", "C", "C", "O", "C", "C", "H", "H", "H", "H", "H", "H", "H", "H", "H", "H", "H", "H", "H", "H", "H"], "positions_angstrom": [[0.870, 0.579, 0.078], [-0.952, 7.004, -1.207], [-0.475, 5.954, -0.952], [0.103, 4.808, -2.208], [0.681, 3.612, -1.122], [0.556, 3.868, 0.260], [1.020, 2.787, 1.468], [-0.215, 5.346, 0.710], [1.246, 2.144, -1.788], [1.706, -1.316, -3.474], [1.851, -1.318, -1.673], [1.272, -2.944, -1.120], [3.649, -1.321, -1.343], [3.974, -1.227, 0.150], [3.338, 0.311, 0.887], [3.491, 0.158, 2.677], [4.427, 1.645, 0.360], [2.279, -2.151, -3.885], [2.087, -0.383, -3.889], [0.664, -1.423, -3.768], [1.913, -3.735, -1.513], [0.257, -3.104, -1.482], [1.251, -3.011, -0.032], [4.086, -0.481, -1.890], [4.083, -2.230, -1.769], [5.055, -1.273, 0.311], [3.542, -2.064, 0.706], [4.531, -0.026, 2.950], [2.879, -0.667, 3.042], [3.164, 1.079, 3.158], [5.444, 1.414, 0.684], [4.104, 2.580, 0.816], [4.406, 1.765, -0.722], [-3.079, -2.079, 3.299], [-2.652, -2.492, 1.917], [-2.997, -1.452, 0.944], [-1.913, -0.459, 0.364], [-1.927, 0.906, 1.172], [-2.987, 1.923, 1.188], [-4.290, 1.428, 1.753], [-2.575, 0.010, -1.007], [-3.287, -0.877, -1.903], [-2.400, -1.976, -2.421], [-2.840, -2.874, 4.003], [-4.151, -1.903, 3.340], [-2.561, -1.177, 3.620], [-3.172, -3.383, 1.566], [-1.576, -2.675, 1.854], [-3.094, 2.281, 0.164], [-2.555, 2.712, 1.803], [-4.712, 0.613, 1.168], [-5.003, 2.253, 1.736], [-4.183, 1.102, 2.786], [-3.631, -0.224, -2.704], [-4.153, -1.264, -1.365], [-1.503, -1.557, -2.877], [-2.930, -2.541, -3.186], [-2.116, -2.678, -1.636]]}


| no. | total energy (eV) | maximum force (eV/A) |
| --- | --- | --- |
| 1 | -58396.438 | 2.83 |
| 2 | -36442.070 | 0.88 |
| 3 | -67622.124 | 0.98 |
| 4 | -46040.482 | 3.94 |
| 5 | -101274.622 | 0.52 |